# 1
Here is an isolated ion of composition C4H10NO2 and charge -1 from OMol25. Energies are from ωB97M-V/def2-TZVPD.

The value obtained for the total energy is -363.5393 Ha. The energy above the lowest of the compared OMol25 structures with the same formula, charge and spin is 116.1 kcal per mole. The calculation puts the maximum force at 0.1024 hartree/bohr. For the HOMO energy, the calculation gives -2.35 eV. The net charge is -1. As for the SMILES: [O-]CCCNCO.

Geometry as XYZ:
```
17
C4H10NO2, DFT ωB97M-V/def2-TZVPD
O -1.61268 -0.27561 3.30160
C -1.56074 -0.04402 1.93834
C -0.05014 0.41126 1.51117
C 0.14012 0.64556 0.04002
N 0.25749 -0.63764 -0.67465
C 0.57522 -0.62976 -2.06812
O 1.60690 0.13814 -2.67706
H -1.88694 -0.81795 1.17808
H -2.15071 0.82321 1.46195
H 0.34945 1.30884 1.90809
H 0.47269 -0.53990 1.72225
H 1.13093 1.11196 -0.22179
H -0.58253 1.44369 -0.46821
H 0.77048 -1.33792 -0.17298
H 0.69896 -1.69460 -2.49942
H -0.42667 -0.16627 -2.17757
H 2.26818 0.26101 -2.10172
```


# 2
Here is an isolated ion of composition C4H10NO2 and charge -1 from OMol25. Energies are from ωB97M-V/def2-TZVPD.

The value obtained for the total energy is -363.6113 Ha. The energy above the lowest of the compared OMol25 structures with the same formula, charge and spin is 71.0 kcal per mole. The calculation puts the maximum force at 0.0164 hartree/bohr. For the HOMO energy, the calculation gives -2.54 eV. The net charge is -1. As for the SMILES: CN[C@H](C[O-])CO.

Geometry as XYZ:
```
17
C4H10NO2, DFT ωB97M-V/def2-TZVPD
C 2.26931 0.06076 -0.38924
N 1.23410 0.80263 0.33460
C -0.14668 0.31503 0.14384
C -0.37410 -1.10831 0.71913
O -0.39872 -1.10100 2.06124
C -0.65787 0.56955 -1.24721
O -2.08197 0.60274 -1.29052
H 2.11881 0.22746 -1.45737
H 3.24392 0.47025 -0.12456
H 2.29047 -1.00622 -0.15967
H 1.36662 0.67362 1.33465
H -0.67716 0.94100 0.87305
H -1.29734 -1.51260 0.21644
H 0.43896 -1.74747 0.27795
H -0.23654 1.49313 -1.65918
H -0.32337 -0.23221 -1.92615
H -2.39212 0.44510 -0.39067
```


# 3
Here is a single C4H10NO2 molecule from OMol25. Energies are from ωB97M-V/def2-TZVPD.

The value obtained for the total energy is -363.4788 Ha. The energy above the lowest of the compared OMol25 structures with the same formula, charge and spin is 68.7 kcal per mole. The calculation puts the maximum force at 0.0860 hartree/bohr. The spin multiplicity is 2. For the HOMO energy (alpha / beta), the calculation gives -9.10 / -9.13 eV. The net charge is 0.

Geometry as XYZ:
```
17
C4H10NO2, DFT ωB97M-V/def2-TZVPD
C -0.93393 0.38454 -0.12189
C -0.64872 0.74056 1.26118
C 0.99714 0.76790 1.62840
O 1.30341 1.88403 2.19201
N -0.57047 -1.03541 -0.39528
C 0.17062 -1.39101 -1.62901
O 0.03041 -0.45455 -2.72142
H -2.07302 0.63840 -0.41249
H -0.36476 0.90243 -0.78586
H -0.84598 1.79846 1.51011
H -0.81276 0.01834 2.06006
H 1.25868 -0.17509 2.20786
H 1.42247 0.58990 0.61879
H -0.15310 -1.26929 0.49342
H -0.13697 -2.36025 -2.11993
H 1.31221 -1.48212 -1.45195
H 0.04474 0.44315 -2.33401
```


# 4
Here is a 2-piece molecular cluster, C4H10NO2 overall from OMol25. Energies are from ωB97M-V/def2-TZVPD.

The value obtained for the total energy is -363.2939 Ha. The energy above the lowest of the compared OMol25 structures with the same formula, charge and spin is 88.9 kcal per mole. The calculation puts the maximum force at 0.0910 hartree/bohr. For the HOMO energy, the calculation gives -14.39 eV. The net charge is +1.

Geometry as XYZ:
```
17
C4H10NO2, DFT ωB97M-V/def2-TZVPD
C 1.63823 -0.60754 0.77461
C 1.59028 1.60760 0.18557
C -2.05491 -1.19669 0.54847
C -0.94004 0.12560 -1.02199
N 1.07678 0.28754 0.14195
O -0.63671 0.27803 -2.24136
O -1.31497 -1.09904 -0.64877
H 1.45232 -1.67852 0.92381
H 2.46280 -0.23701 1.25812
H 1.86646 1.84942 1.28441
H 0.73905 2.28462 0.03053
H 2.42823 1.72134 -0.43444
H -1.57711 -2.13790 1.11178
H -3.07096 -1.50049 0.33087
H -1.94531 -0.32084 1.09902
H -1.31540 1.03195 -0.50434
H -0.39874 -0.40807 -2.83824
```


Question: Number 4 is which compound?
Answer: C4H10NO2


Please write out number 4 again, unchanged.
Here is a 2-piece molecular cluster, C4H10NO2 overall from OMol25. Energies are from ωB97M-V/def2-TZVPD.

The value obtained for the total energy is -363.2939 Ha. The energy above the lowest of the compared OMol25 structures with the same formula, charge and spin is 88.9 kcal per mole. The calculation puts the maximum force at 0.0910 hartree/bohr. For the HOMO energy, the calculation gives -14.39 eV. The net charge is +1.

Geometry as XYZ:
```
17
C4H10NO2, DFT ωB97M-V/def2-TZVPD
C 1.63823 -0.60754 0.77461
C 1.59028 1.60760 0.18557
C -2.05491 -1.19669 0.54847
C -0.94004 0.12560 -1.02199
N 1.07678 0.28754 0.14195
O -0.63671 0.27803 -2.24136
O -1.31497 -1.09904 -0.64877
H 1.45232 -1.67852 0.92381
H 2.46280 -0.23701 1.25812
H 1.86646 1.84942 1.28441
H 0.73905 2.28462 0.03053
H 2.42823 1.72134 -0.43444
H -1.57711 -2.13790 1.11178
H -3.07096 -1.50049 0.33087
H -1.94531 -0.32084 1.09902
H -1.31540 1.03195 -0.50434
H -0.39874 -0.40807 -2.83824
```


Question: What is the net charge in the fourth record?
Answer: +1


Question: Among the records above, which one has the highest net charge?
Answer: number 4